1.
114
Properties=species:S:1:pos:R:3:forces:R:3 method="wB97M-V/def2-TZVPD" spin_multiplicity=2 s2=0.756 homo_ev="-4.314 / -4.479" e_tot_ha=-6995.30097 charge=-1 e_lumo_ev="2.6 / 2.6"
Co -0.3670 -0.5130 -0.1511 -0.03 0.81 -0.24
C -4.3863 0.0881 0.8971 -0.02 0.06 -0.02
C -2.8964 0.3499 0.8417 0.08 0.28 -0.12
O -2.2734 -0.2102 -0.1193 -0.05 -0.64 0.19
C -2.3300 1.2073 1.7703 0.09 -0.21 0.09
C -0.9629 1.6056 1.7535 -0.10 0.15 -0.12
C -0.5341 2.7246 2.6638 0.01 -0.01 -0.03
N -0.1062 1.0445 0.9515 0.17 -0.30 0.24
N 1.2053 1.5377 0.9732 -0.11 -0.14 0.06
C 1.9675 0.7267 0.2954 0.10 -0.02 0.01
O 1.5714 -0.3477 -0.2931 -0.09 -0.02 -0.19
C 3.4149 1.0749 0.1766 -0.06 -0.05 0.08
C 4.2151 0.3482 -0.6980 0.07 -0.05 0.02
C 5.5641 0.6477 -0.8260 -0.03 0.00 0.01
C 6.1232 1.6755 -0.0793 0.01 0.00 0.01
C 5.3260 2.4052 0.7946 -0.01 0.01 -0.01
C 3.9782 2.1067 0.9227 -0.01 0.02 -0.02
H -4.6570 -0.6212 0.1173 0.00 -0.01 0.01
H -4.9506 1.0116 0.7529 0.01 0.00 0.00
H -4.6623 -0.3219 1.8707 -0.01 0.00 -0.01
H -2.9750 1.6628 2.5102 -0.02 -0.01 -0.01
H -1.4053 3.2204 3.0891 0.00 -0.01 0.01
H 0.0769 3.4458 2.1225 -0.01 0.01 -0.01
H 0.0852 2.3317 3.4727 0.02 0.01 0.00
H 3.7602 -0.4493 -1.2713 0.00 0.00 0.01
H 6.1789 0.0778 -1.5118 0.00 0.00 0.00
H 7.1776 1.9052 -0.1732 0.00 0.01 -0.01
H 5.7575 3.2097 1.3780 0.00 -0.01 0.01
H 3.3425 2.6643 1.5979 0.00 0.00 0.00
C -1.4635 -4.8255 3.8867 0.02 -0.05 -0.01
Si -1.7570 -3.1946 3.0019 -0.05 0.05 -0.04
C -2.0048 -1.8511 4.2911 0.04 0.04 0.04
C -3.3472 -3.3930 2.0345 -0.02 0.04 -0.04
As -0.0690 -2.4379 1.5587 0.03 -0.18 0.44
Si 1.6770 -2.0478 3.0987 -0.03 -0.02 0.01
C 3.3071 -2.1268 2.1769 0.00 0.03 -0.06
C 1.7740 -3.2296 4.5648 -0.03 -0.02 0.01
C 1.4648 -0.3487 3.8504 -0.03 0.08 0.00
Si 0.7498 -4.3681 0.4899 0.07 0.03 -0.09
C 2.0300 -3.8207 -0.7600 0.04 0.05 -0.01
C -0.6542 -5.3113 -0.3091 -0.05 0.04 -0.05
C 1.5765 -5.5602 1.6928 -0.01 -0.03 0.04
H -2.3001 -5.0031 4.5699 0.00 -0.02 0.00
H -0.5422 -4.8338 4.4677 0.01 0.01 0.02
H -1.4280 -5.6571 3.1793 0.00 0.01 -0.01
H -2.9999 -1.9285 4.7383 0.01 -0.02 0.02
H -1.9130 -0.8609 3.8383 -0.04 0.00 -0.02
H -1.2663 -1.9299 5.0932 0.00 0.02 -0.01
H -4.1862 -3.4925 2.7303 -0.01 -0.02 -0.01
H -3.3255 -4.2791 1.3977 0.00 0.01 0.00
H -3.5303 -2.5350 1.3876 0.00 0.02 0.00
H 3.6791 -3.1506 2.1007 0.00 0.00 -0.01
H 4.0585 -1.5267 2.6983 0.01 -0.02 0.01
H 3.1955 -1.7284 1.1675 0.02 0.01 -0.02
H 1.6856 -4.2793 4.2885 0.02 -0.02 -0.03
H 1.0006 -3.0029 5.3026 -0.01 -0.02 -0.01
H 2.7467 -3.0883 5.0471 -0.01 0.01 0.03
H 1.5443 0.4388 3.0994 0.02 -0.01 -0.03
H 2.2457 -0.1930 4.6019 -0.01 0.02 0.01
H 0.4930 -0.2540 4.3409 0.01 0.00 0.01
H 1.8453 -2.7856 -1.0534 -0.01 -0.03 -0.01
H 1.9607 -4.4348 -1.6611 0.02 -0.02 0.03
H 3.0403 -3.9048 -0.3533 0.01 0.00 0.01
H -0.8735 -4.9047 -1.2956 0.04 -0.06 0.08
H -1.5735 -5.2651 0.2769 0.01 -0.04 0.02
H -0.3705 -6.3620 -0.4186 0.01 0.00 -0.02
H 2.4116 -5.1046 2.2258 0.02 0.01 0.00
H 1.9711 -6.4032 1.1158 0.00 -0.01 0.01
H 0.8763 -5.9555 2.4315 0.00 0.00 0.00
C -0.9672 4.8988 -4.5893 0.00 -0.01 -0.02
C -1.2222 3.5098 -4.0133 -0.07 0.01 -0.04
C -2.6607 3.0803 -4.3111 0.01 0.00 -0.02
Sb -0.8048 3.0156 -1.9210 0.03 0.00 0.07
C 1.3484 3.2969 -1.8767 0.06 0.02 -0.03
C 1.9119 4.6564 -2.2683 0.01 -0.01 0.01
C 1.9955 2.1759 -2.6894 -0.01 0.02 -0.04
C -1.3501 4.7857 -0.7628 -0.05 0.03 0.00
C -1.4879 6.1127 -1.4993 0.01 0.01 0.02
C -2.6307 4.4792 0.0137 0.03 0.02 0.04
H -1.0733 4.8739 -5.6806 0.00 0.00 0.00
H 0.0262 5.2822 -4.3649 0.02 0.00 0.01
H -1.6934 5.6212 -4.2164 0.00 0.00 0.01
H -0.5505 2.8039 -4.5161 0.01 -0.01 0.02
H -3.3726 3.7823 -3.8656 0.00 -0.01 0.02
H -2.8874 2.0880 -3.9173 0.02 -0.01 -0.01
H -2.8524 3.0647 -5.3898 0.00 0.02 0.00
H 1.5658 3.1241 -0.8185 -0.04 0.01 -0.06
H 1.7983 4.8474 -3.3367 -0.01 0.01 -0.02
H 2.9861 4.6894 -2.0519 0.00 0.00 0.00
H 1.4436 5.4776 -1.7222 -0.01 0.00 0.00
H 1.7896 2.2973 -3.7580 -0.01 0.00 -0.01
H 1.6392 1.1874 -2.3875 0.01 0.02 -0.01
H 3.0832 2.1831 -2.5623 -0.02 0.02 -0.02
H -0.5203 4.8563 -0.0499 0.02 0.01 -0.01
H -2.3665 6.1012 -2.1489 0.01 0.00 -0.01
H -0.6230 6.3546 -2.1164 0.01 -0.01 0.01
H -1.6300 6.9317 -0.7840 -0.01 0.00 0.00
H -3.4758 4.3480 -0.6693 -0.01 0.00 0.00
H -2.8836 5.3034 0.6913 0.00 0.01 0.00
H -2.5479 3.5654 0.6052 -0.01 0.02 -0.05
C -1.6929 -0.5770 -3.0877 -0.05 0.00 -0.02
C -1.2369 -1.9517 -2.5777 0.04 0.05 -0.06
O -0.4143 -1.9080 -1.5073 -0.07 -0.10 0.07
C -2.5126 -2.8459 -2.2937 0.03 0.04 -0.02
F -2.4241 -4.0964 -2.8106 -0.06 0.01 -0.05
F -3.6523 -2.3249 -2.8055 0.03 -0.02 0.01
F -2.7143 -3.0055 -0.9856 -0.05 0.10 0.04
C -0.4384 -2.6101 -3.7316 0.02 0.00 -0.05
F -1.1944 -2.8200 -4.8390 0.01 0.00 0.00
F 0.1095 -3.7909 -3.4028 -0.02 0.02 -0.01
F 0.5769 -1.8150 -4.1146 -0.01 -0.01 0.01
H -2.2941 -0.0975 -2.3191 0.01 -0.01 -0.04
H -2.2671 -0.6431 -4.0122 0.02 0.00 -0.02
H -0.7991 0.0229 -3.2584 0.00 -0.01 0.01

2.
67
Properties=species:S:1:pos:R:3:forces:R:3 method="wB97M-V/def2-TZVPD" homo_ev="-6.055 / -6.340" e_tot_ha=-3037.07307 charge=0 e_lumo_ev="0.2 / -2.7"
Ca 1.3401 -0.1506 -0.4108 -0.14 -0.26 -0.49
C -0.5190 2.8579 0.7140 -0.22 0.03 0.08
C -0.9653 2.5497 2.1419 0.02 -0.04 0.09
C 0.1820 2.8129 3.1218 -0.04 0.14 -0.07
C -1.5555 1.1761 2.3758 0.60 -0.50 -0.22
C -2.8558 1.0914 2.8286 0.04 -0.71 0.25
C -3.4125 -0.1241 3.2120 -0.46 -0.12 0.12
C -2.6333 -1.2813 3.2227 -0.30 0.84 -0.10
C -1.3304 -1.2747 2.7753 0.57 0.49 -0.53
C -0.5011 -2.5261 2.9868 -0.01 0.08 0.11
C 0.0178 -3.2224 1.7317 -0.19 -0.02 0.17
C 0.6504 -2.2389 3.9548 -0.01 -0.15 -0.04
C -0.7666 -0.0445 2.2016 -2.22 -0.15 1.02
N 0.3484 -0.0431 1.5336 0.84 0.08 0.15
H -0.4299 3.9388 0.5786 0.12 -0.04 -0.05
H -1.2268 2.4951 -0.0323 0.00 -0.03 0.03
H 0.4515 2.4190 0.4986 0.20 -0.03 -0.04
H -1.7721 3.2521 2.3806 0.05 -0.02 -0.01
H 1.0003 2.1191 2.9274 0.06 -0.03 0.03
H -0.1383 2.6879 4.1569 -0.03 -0.03 -0.03
H 0.5534 3.8325 2.9994 0.08 0.02 0.01
H -3.4496 1.9961 2.9061 0.05 0.03 0.00
H -4.4389 -0.1628 3.5548 0.00 0.00 0.01
H -3.0575 -2.2002 3.6118 0.06 -0.02 0.00
H -1.1786 -3.2361 3.4755 0.06 0.04 0.02
H 0.7911 -2.6303 1.2530 0.20 0.07 -0.13
H -0.7718 -3.3973 1.0012 -0.02 0.02 -0.02
H 0.4435 -4.1905 2.0073 0.08 0.02 -0.08
H 1.3443 -1.5294 3.5037 0.06 0.05 0.01
H 1.1915 -3.1598 4.1827 0.07 0.00 0.01
H 0.2863 -1.8159 4.8918 -0.03 0.01 -0.03
C -3.5987 0.9341 -0.7531 -0.03 0.04 0.10
C -3.4585 -0.4443 -1.3681 -0.13 -0.09 -0.13
N -2.0920 -0.9535 -1.3068 0.23 0.06 0.06
C -1.2198 -1.2399 -2.2799 -0.20 -0.10 0.38
S 0.1009 -2.2663 -1.8686 0.17 0.01 -0.18
N -1.3579 -0.8011 -3.5284 0.01 -0.06 -0.12
C -2.0596 0.3847 -4.0203 0.01 0.09 0.09
C -3.1227 0.0411 -5.0484 -0.01 0.03 0.01
H -4.6276 1.2852 -0.8379 -0.03 -0.02 0.00
H -2.9486 1.6618 -1.2370 0.01 0.03 -0.09
H -3.3329 0.9061 0.3047 -0.01 -0.02 -0.03
H -3.7986 -0.4720 -2.4022 0.03 0.00 0.05
H -4.0779 -1.1613 -0.8233 0.00 0.05 0.00
H -1.8018 -1.3220 -0.4103 -0.07 0.02 0.03
H -0.6249 -1.1465 -4.1288 0.04 0.05 0.03
H -1.2988 1.0434 -4.4432 -0.03 -0.02 -0.05
H -2.4726 0.9314 -3.1750 0.04 -0.03 -0.08
H -2.6934 -0.5213 -5.8777 0.02 -0.01 -0.02
H -3.5601 0.9537 -5.4515 -0.02 0.03 -0.01
H -3.9214 -0.5628 -4.6170 -0.01 -0.02 0.02
C 5.7469 -1.8720 -1.1375 -0.06 0.05 0.00
P 4.8536 -0.3113 -1.0620 0.23 -0.06 -0.01
C 5.8487 0.8232 -0.0840 -0.05 -0.01 -0.05
C 4.8146 0.3364 -2.7337 0.00 -0.03 0.08
O 3.4951 -0.5075 -0.4472 0.33 -0.06 0.00
H 6.7632 -1.7270 -1.5018 0.02 0.01 -0.01
H 5.2175 -2.5489 -1.8084 -0.01 0.01 0.00
H 5.7757 -2.3206 -0.1451 0.01 0.03 0.02
H 6.8761 0.8576 -0.4450 0.01 0.01 -0.02
H 5.8385 0.5036 0.9577 0.01 -0.03 -0.01
H 5.4133 1.8208 -0.1480 -0.01 -0.01 0.01
H 5.8284 0.3782 -3.1323 0.02 0.02 -0.03
H 4.3659 1.3295 -2.7382 0.00 0.00 0.02
H 4.1986 -0.3077 -3.3610 0.00 -0.03 0.01
I 1.2191 1.7526 -2.6366 -0.17 0.49 -0.33
I -1.8861 4.5420 -2.5911 0.18 -0.19 -0.04

3.
80
Properties=species:S:1:pos:R:3:forces:R:3 method="wB97M-V/def2-TZVPD" homo_ev=-4.422 e_tot_ha=-3095.05763 charge=-1 e_lumo_ev=2.4
C 0.7953 -3.9145 -1.6608 0.00 0.03 -0.10
C 2.2850 -4.0030 -1.2798 0.00 -0.08 0.03
C 2.9341 -2.6481 -0.9526 0.15 0.01 -0.02
C 2.4017 -1.9706 0.3222 0.08 0.01 -0.03
C 2.8744 -0.5076 0.4503 -0.08 -0.57 0.14
C 2.0425 0.4824 -0.3736 -1.17 -1.51 -2.60
C 0.6788 0.7970 0.2594 -0.53 -2.64 -0.55
C -0.0691 1.9598 -0.3957 -3.26 0.04 -3.20
C -0.3800 1.8389 -1.9109 -0.29 -0.21 0.12
C -1.5514 0.8998 -2.2427 0.05 0.05 -0.13
C -1.2316 -0.6094 -2.2463 0.35 0.51 -0.18
C -2.4452 -1.4190 -2.7049 -0.34 0.22 -0.36
C -2.5831 -2.7759 -2.0293 0.01 -0.43 -0.18
C -2.5198 -2.7015 -0.5075 0.12 -0.57 0.33
C -3.7598 -2.0837 0.1321 -0.20 -0.03 0.38
Ga -3.7397 -0.0476 0.1621 -0.31 0.12 0.38
H 0.2575 -3.1411 -1.0905 0.19 -0.31 -0.18
H 0.2764 -4.8684 -1.4848 0.15 0.26 -0.05
H 0.6759 -3.6754 -2.7304 0.05 0.03 0.37
H 2.4141 -4.6752 -0.4110 -0.07 0.25 -0.25
H 2.8391 -4.4674 -2.1155 -0.15 0.10 0.33
H 4.0217 -2.8050 -0.8121 -0.33 0.09 -0.11
H 2.8348 -1.9669 -1.8160 -0.09 -0.18 0.23
H 1.3008 -2.0119 0.3666 0.35 0.04 -0.02
H 2.7722 -2.5433 1.1896 -0.17 0.12 -0.20
H 3.9323 -0.4556 0.1319 -0.24 0.02 0.11
H 2.8467 -0.1985 1.5118 0.06 -0.35 -0.49
H 2.6035 1.4318 -0.4601 -2.04 -1.71 -3.46
H 1.9160 0.0994 -1.4019 -0.26 -0.21 0.34
H 0.8725 1.0747 1.3097 -0.51 -1.75 0.18
H 0.0387 -0.0979 0.3031 0.17 0.33 -0.05
H -1.0270 2.1097 0.1340 0.43 -0.42 -0.32
H 0.5271 2.8758 -0.2283 -2.38 -0.46 -2.79
H 0.5222 1.5559 -2.4850 -0.16 0.04 0.20
H -0.6526 2.8540 -2.2529 0.17 -0.50 0.23
H -2.3796 1.0982 -1.5294 0.74 -0.10 -0.76
H -1.9439 1.1459 -3.2491 0.12 -0.03 0.25
H -0.3698 -0.7768 -2.9258 -0.22 -0.06 0.29
H -0.9294 -0.9516 -1.2437 -0.01 0.40 -0.51
H -3.3515 -0.8185 -2.4927 0.44 -0.38 -0.16
H -2.4040 -1.5739 -3.7982 -0.05 0.16 0.24
H -3.5575 -3.2082 -2.3299 0.32 0.06 0.18
H -1.8145 -3.4832 -2.4037 -0.20 0.36 0.11
H -1.6402 -2.1089 -0.1900 -0.31 -0.45 -0.02
H -2.3271 -3.7292 -0.1356 -0.12 0.25 -0.06
H -4.6833 -2.4614 -0.3442 0.27 0.02 0.07
H -3.8017 -2.4030 1.1912 -0.02 0.16 -0.34
H -4.1827 0.5680 -1.2794 -0.26 0.01 0.32
H -4.7135 0.5470 1.3067 -0.05 -0.13 0.11
H -2.2032 0.4449 0.4823 -0.40 -0.25 0.14
C -2.6954 4.0710 1.0852 -0.05 -0.17 -0.02
O -3.7931 3.6866 1.8987 -0.09 0.04 0.09
H -2.4713 3.2024 0.4685 -0.08 0.17 0.01
H -2.9271 4.9152 0.4295 -0.04 0.00 0.00
H -1.8066 4.3157 1.6767 0.01 -0.01 -0.01
H -4.0542 4.4154 2.4644 0.08 0.12 -0.01
C 2.7556 2.2217 1.1579 1.41 2.47 2.64
O 1.5339 2.8450 0.8042 5.79 3.10 3.50
H 3.5095 3.0071 1.1973 0.12 0.19 0.32
H 2.7041 1.7418 2.1400 0.01 0.18 0.16
H 3.0716 1.4780 0.4213 1.71 1.97 3.58
H 0.8449 2.1755 0.7505 1.17 1.25 1.85
C 0.7728 5.4823 -1.1587 -0.03 -0.05 0.04
O -0.5163 4.9737 -1.4598 -0.10 0.27 0.10
H 1.0684 5.0108 -0.2249 0.10 0.06 0.01
H 1.5059 5.2155 -1.9262 0.01 -0.01 -0.01
H 0.7686 6.5700 -1.0316 -0.01 0.00 0.00
H -0.8205 5.3415 -2.2917 0.00 0.05 -0.08
C -3.4517 -1.7929 4.1119 -0.09 -0.05 -0.11
O -2.3140 -1.3393 3.4084 0.15 0.02 0.28
H -3.3881 -2.8804 4.1482 -0.02 0.00 0.02
H -3.4861 -1.4144 5.1406 0.01 0.01 0.00
H -4.3782 -1.5175 3.5999 0.01 0.01 -0.01
H -2.3924 -0.3870 3.2952 -0.06 0.02 -0.32
C 5.9737 -1.5317 2.3888 -0.04 0.09 0.01
O 5.7037 -0.3859 3.1839 0.04 -0.02 -0.07
H 5.8918 -1.2184 1.3504 0.00 -0.02 0.00
H 6.9845 -1.9132 2.5598 0.00 -0.03 -0.01
H 5.2484 -2.3304 2.5651 0.00 -0.02 -0.01
H 5.7555 -0.6393 4.1078 -0.04 0.00 0.07